Record 1
{
  "formula": "C17H19N3O3S",
  "method": "wB97M-V/def2-TZVPD",
  "elements": ["S", "O", "O", "O", "N", "N", "N", "C", "C", "C", "C", "C", "C", "C", "C", "C", "C", "C", "C", "C", "C", "C", "C", "C", "H", "H", "H", "H", "H", "H", "H", "H", "H", "H", "H", "H", "H", "H", "H", "H", "H", "H", "H"],
  "xyz": [[2.398, 1.694, 2.317], [2.762, 1.665, 3.700], [-3.917, -0.008, -1.084], [2.744, 2.831, 1.524], [-2.943, -0.237, 1.006], [-1.899, 0.983, -0.523], [3.096, 0.317, 1.625], [-1.600, 1.627, -1.773], [1.803, -1.133, 0.151], [-1.775, 0.206, 1.576], [-1.219, -0.011, 2.825], [-1.113, 0.985, 0.602], [0.118, 1.553, 0.859], [0.035, 0.533, 3.067], [0.369, -2.608, -1.269], [-3.951, -1.054, 1.622], [0.973, -0.854, -3.529], [1.539, -0.571, -2.170], [-3.029, 0.223, -0.297], [2.608, -0.017, 0.350], [0.671, 1.295, 2.102], [2.353, 0.535, -1.963], [1.263, -1.419, -1.093], [2.887, 0.821, -0.721], [0.650, 2.160, 0.147], [1.363, -1.796, -3.914], [2.574, 1.190, -2.794], [0.755, -3.268, -2.045], [1.236, -0.065, -4.228], [-0.630, -2.294, -1.570], [-4.370, -0.553, 2.497], [-2.383, 1.348, -2.478], [-4.736, -1.209, 0.883], [0.538, 0.380, 4.008], [-1.589, 2.712, -1.653], [3.051, -0.440, 2.293], [-1.728, -0.596, 3.573], [3.498, 1.693, -0.558], [1.587, -1.783, 0.989], [0.289, -3.171, -0.342], [-3.537, -2.018, 1.922], [-0.113, -0.941, -3.491], [-0.628, 1.296, -2.142]],
  "homo_energy_ev": -8.41,
  "de_lowest_ev": 0.0000,
  "smiles": "Cc1ccc(NS(=O)(=O)c2ccc3c(c2)n(C)c(=O)n3C)cc1C",
  "orbital_gap_ha": 0.328,
  "e_tot_ev": -39386.789,
  "charge": 0
}

---

Record 2
{
  "formula": "C17H19N4O2",
  "method": "wB97M-V/def2-TZVPD",
  "elements": ["O", "O", "N", "N", "N", "N", "C", "C", "C", "C", "C", "C", "C", "C", "C", "C", "C", "C", "C", "C", "C", "C", "C", "H", "H", "H", "H", "H", "H", "H", "H", "H", "H", "H", "H", "H", "H", "H", "H", "H", "H", "H"],
  "xyz": [[0.746, -3.375, -4.726], [-2.826, -0.170, -1.447], [2.719, 2.081, 4.425], [-1.643, -3.237, -4.118], [-0.165, -2.151, -2.984], [1.459, 0.990, 2.875], [0.739, 1.249, 3.996], [1.374, 2.011, 4.937], [3.634, 1.723, 1.994], [-0.083, 1.492, 1.070], [-4.179, -0.966, -4.264], [2.706, 1.618, 3.155], [-1.742, -0.737, -1.607], [3.542, 3.183, 4.892], [-3.871, -2.250, -3.372], [0.953, -0.676, 1.051], [0.896, 0.655, 1.629], [-0.366, -2.987, -3.958], [0.250, -1.096, -0.043], [-2.377, -2.479, -3.307], [-1.423, -1.759, -2.597], [-0.731, -0.175, -0.610], [-0.895, 1.083, -0.051], [3.119, 2.240, 1.158], [0.212, -2.149, -0.386], [1.511, -3.027, -4.231], [-3.723, -0.915, -5.241], [4.557, 2.091, 2.343], [-4.074, -0.049, -3.859], [1.031, 2.481, 5.861], [-5.212, -1.183, -4.573], [-4.389, -2.227, -2.474], [-1.621, 1.871, -0.310], [-0.102, 2.554, 1.489], [3.248, 4.121, 4.298], [3.869, 0.732, 1.603], [-1.928, -3.808, -4.910], [4.476, 3.038, 4.548], [-4.421, -3.087, -3.847], [1.581, -1.409, 1.599], [3.509, 3.546, 5.946], [-0.362, 1.153, 4.048]],
  "homo_energy_ev": -10.65,
  "de_lowest_ev": 2.7655,
  "smiles": "CCc1[nH]c(O)nc1C(=O)c1ccc(-n2cc[n+](C)c2C)cc1",
  "orbital_gap_ha": 0.277,
  "e_tot_ev": -27984.482,
  "charge": 1
}

---

Record 3
{
  "formula": "C17H19N5O",
  "method": "wB97M-V/def2-TZVPD",
  "elements": ["O", "N", "N", "N", "N", "N", "C", "C", "C", "C", "C", "C", "C", "C", "C", "C", "C", "C", "C", "C", "C", "C", "C", "H", "H", "H", "H", "H", "H", "H", "H", "H", "H", "H", "H", "H", "H", "H", "H", "H", "H", "H"],
  "xyz": [[-0.173, 5.265, -0.370], [0.058, -1.790, 1.160], [0.439, -6.139, -0.371], [0.525, -4.845, -0.849], [0.361, 3.192, -1.287], [0.554, -1.890, -0.996], [0.785, 3.825, 2.110], [0.462, -0.531, -0.739], [0.536, 3.503, -2.714], [-1.661, 3.413, 1.574], [-0.769, 3.768, -3.447], [-0.200, 3.307, 1.061], [0.116, -6.155, 0.957], [0.266, -2.609, 0.146], [-0.062, -4.840, 1.326], [0.414, 1.915, -0.740], [0.240, -4.082, 0.147], [0.188, -0.508, 0.623], [0.122, 1.920, 0.633], [0.015, 0.690, 1.316], [0.592, 0.683, -1.430], [-0.058, -7.419, 1.742], [-0.025, 4.061, -0.271], [0.551, -6.973, -0.973], [-2.346, 3.517, 0.720], [-1.434, 2.921, -3.352], [-0.248, 0.643, 2.360], [1.808, 3.710, 1.781], [-0.388, -7.155, 2.762], [0.855, -2.283, -1.860], [1.019, 2.655, -3.211], [0.896, -7.945, 1.812], [-0.282, -4.447, 2.294], [0.723, 0.678, -2.519], [0.655, 3.326, 3.053], [1.283, 4.321, -2.844], [-0.791, -8.085, 1.247], [-0.602, 3.957, -4.519], [-1.988, 2.515, 2.187], [0.649, 4.897, 2.297], [-1.263, 4.696, -3.018], [-1.821, 4.316, 2.200]],
  "homo_energy_ev": -7.62,
  "de_lowest_ev": 0.0000,
  "smiles": "CCN1C(=O)C(C)(C)c2cc3nc(-c4cc(C)[nH]n4)[nH]c3cc21",
  "orbital_gap_ha": 0.309,
  "e_tot_ev": -27436.430,
  "charge": 0
}

---

Record 4
{
  "formula": "C17H19N5O2",
  "method": "wB97M-V/def2-TZVPD",
  "elements": ["O", "O", "N", "N", "N", "N", "N", "C", "C", "C", "C", "C", "C", "C", "C", "C", "C", "C", "C", "C", "C", "C", "C", "C", "H", "H", "H", "H", "H", "H", "H", "H", "H", "H", "H", "H", "H", "H", "H", "H", "H", "H", "H"],
  "xyz": [[-1.621, 4.570, 0.323], [-2.495, -1.516, 1.708], [0.991, -1.281, -0.122], [0.939, 1.171, -0.260], [0.640, 3.378, -0.542], [-3.413, 3.327, 0.897], [-0.885, -2.569, 0.558], [2.599, -3.592, -0.849], [-1.451, -3.852, 0.805], [-1.715, 1.087, 0.921], [-2.054, 3.473, 0.633], [0.354, -0.056, 0.099], [2.325, 1.078, -2.245], [2.350, 1.318, -0.748], [0.140, 2.321, -0.047], [-1.211, 2.324, 0.551], [0.419, -2.467, 0.056], [-4.371, 4.399, 0.631], [-0.911, -0.119, 0.652], [-0.730, -4.983, 0.676], [0.632, -4.901, 0.114], [1.221, -3.677, -0.169], [3.316, 0.501, 0.102], [-1.499, -1.417, 0.998], [-2.483, -3.894, 1.203], [2.893, -4.626, -1.190], [-2.700, 1.006, 1.384], [1.706, 1.844, -2.683], [-1.111, -5.955, 1.040], [-4.308, 5.258, 1.330], [3.357, 1.067, -2.695], [4.287, 0.997, 0.162], [-4.208, 4.787, -0.380], [1.164, -5.836, -0.077], [-5.388, 3.994, 0.675], [1.860, 0.115, -2.422], [0.070, 4.222, -0.407], [3.412, -0.474, -0.285], [-3.756, 2.373, 0.946], [3.375, -3.225, -0.139], [2.697, 2.337, -0.618], [2.946, 0.408, 1.122], [2.616, -2.913, -1.707]],
  "homo_energy_ev": -7.82,
  "de_lowest_ev": 1.9661,
  "smiles": "[H]/N=c1\\c(C(=O)NC)cc2c(=O)n3cccc(C)c3nc2n1C(C)C",
  "orbital_gap_ha": 0.262,
  "e_tot_ev": -29482.903,
  "charge": 0
}

---

> What is the formula in the fourth record?

C17H19N5O2